Entry 1:
The following is a DFT calculation (the ωB97M-V functional and the def2-TZVPD basis) of C18H29LiN3NbO4 as an isolated structure at a distorted geometry.

As for the largest force on an atom: 4.43 eV/Å. Its total charge is +2. The spin multiplicity is 1. The gap between HOMO and LUMO (spin up / spin down) comes out at 0.20881 / 0.20877 hartree.

XYZ file:
```
56
Properties=species:S:1:pos:R:3:mulliken_charge:R:1
N -1.672 -0.492 0.042 -0.720
C -2.810 -0.926 0.182 0.830
O -3.937 -1.179 0.430 -0.395
Li -0.073 3.056 0.760 0.871
Nb 0.304 -0.053 -0.036 0.320
N 0.264 1.862 -0.774 0.150
N 0.719 -1.467 -1.390 0.604
C -0.432 2.501 -1.907 0.835
C 0.040 -2.482 -2.225 0.914
C -0.248 4.019 -1.783 -1.528
C 0.150 2.040 -3.247 -1.326
C -1.912 2.137 -1.852 -1.418
C -0.503 -3.584 -1.322 -1.428
C 1.013 -3.095 -3.237 -1.688
C -1.109 -1.819 -2.972 -1.272
H -0.589 4.392 -0.799 0.414
H -0.859 4.515 -2.545 0.440
H 0.801 4.321 -1.938 0.337
H 1.198 2.360 -3.388 0.423
H -0.433 2.473 -4.080 0.438
H 0.128 0.943 -3.380 0.178
H -2.089 1.059 -1.951 0.114
H -2.440 2.654 -2.666 0.530
H -2.378 2.471 -0.921 0.335
H 0.308 -4.069 -0.773 0.361
H -1.009 -4.343 -1.929 0.453
H -1.229 -3.179 -0.613 0.247
H 1.781 -3.706 -2.746 0.398
H 1.497 -2.313 -3.836 0.404
H 0.456 -3.755 -3.915 0.435
H -1.595 -2.575 -3.605 0.527
H -0.741 -1.011 -3.618 0.273
H -1.864 -1.425 -2.283 0.160
C 1.730 2.110 -0.678 -0.492
H 2.278 1.188 -0.361 0.091
H 2.150 2.390 -1.651 0.456
H 1.987 2.896 0.072 0.412
C 2.085 -1.819 -0.920 -0.879
H 2.375 -1.159 -0.066 0.320
H 2.156 -2.861 -0.557 0.458
H 2.826 -1.700 -1.732 0.402
O 0.422 2.292 4.314 -0.592
C 0.212 1.038 4.786 0.295
C 0.333 0.813 6.161 -0.579
C 0.155 -0.474 6.666 -0.339
C -0.145 -1.552 5.817 -0.755
C -0.248 -1.357 4.442 -0.482
C -0.097 -0.059 3.924 0.281
C 0.121 0.105 2.531 1.432
O 0.525 -0.910 1.840 -0.612
O -0.016 1.219 1.881 -0.779
H 0.312 2.232 3.341 0.472
H 0.575 1.661 6.803 0.450
H 0.275 -0.652 7.733 0.413
H -0.280 -2.557 6.228 0.402
H -0.465 -2.172 3.744 0.408
```

Entry 2:
The following is a DFT calculation (the ωB97M-V functional and the def2-TZVPD basis) of a 2-piece molecular cluster, C2H7N2O overall at a distorted geometry.

As for the relative energy (zero: lowest compared OMol25 entry of this formula, charge and spin): 462.4 kJ/mol. As for the largest force on an atom: 1.12 eV/Å. Its total charge is +1. The spin multiplicity is 1. The gap between HOMO and LUMO comes out at 0.13440 hartree.

XYZ file:
```
12
Properties=species:S:1:pos:R:3:mulliken_charge:R:1
N 0.651 -2.571 -1.117 -0.456
C -1.437 0.912 0.718 -0.234
C -0.084 0.966 0.180 0.825
N 0.681 1.941 0.749 -0.357
O 0.285 0.203 -0.696 -0.450
H 1.394 -2.211 -1.697 0.226
H -0.165 -2.018 -0.949 0.213
H 0.594 -3.566 -0.977 0.222
H -2.135 0.146 0.387 0.289
H -1.766 1.655 1.445 0.265
H 1.653 1.995 0.488 0.263
H 0.329 2.548 1.468 0.195
```

Entry 3:
The following is a DFT calculation (the ωB97M-V functional and the def2-TZVPD basis) of C2H7N3OS in the gas phase at a distorted geometry.

As for the relative energy (zero: lowest compared OMol25 entry of this formula, charge and spin): 162.2 kJ/mol. As for the largest force on an atom: 1.88 eV/Å. The spin multiplicity is 1. The gap between HOMO and LUMO comes out at 0.35939 hartree. As for the structure (SMILES): [H]/N=C(\NS)NOC.

XYZ file:
```
14
Properties=species:S:1:pos:R:3:mulliken_charge:R:1
H 1.835 -0.622 1.533 0.234
N 0.903 -0.409 1.790 -0.687
C 0.189 -0.175 0.759 0.419
N 0.671 -0.010 -0.547 -0.268
S 2.199 -0.403 -1.053 -0.206
N -1.188 0.111 0.928 -0.191
O -1.763 0.863 -0.071 -0.294
C -3.031 0.245 -0.368 -0.478
H 0.029 0.273 -1.268 0.300
H 2.716 0.796 -0.780 0.137
H -1.381 0.574 1.796 0.270
H -2.812 -0.818 -0.525 0.281
H -3.403 0.680 -1.355 0.227
H -3.720 0.400 0.464 0.255
```

Entry 4:
The following is a DFT calculation (the ωB97M-V functional and the def2-TZVPD basis) of C53H45BrF9GaN3O2P as an isolated structure.

As for the relative energy (zero: lowest compared OMol25 entry of this formula, charge and spin): 12.6 kJ/mol. As for the largest force on an atom: 0.52 eV/Å. Its total charge is +2. The spin multiplicity is 1. The gap between HOMO and LUMO comes out at 0.28948 hartree.

XYZ file:
```
115
Properties=species:S:1:pos:R:3:mulliken_charge:R:1
Ga 0.736 -1.181 0.476 2.615
C 0.831 1.924 -5.857 -1.421
C -0.078 0.725 -5.547 1.848
C 0.303 -0.458 -6.452 -1.705
C -1.529 1.117 -5.821 -1.869
C 0.135 0.296 -4.102 0.151
C 1.412 -0.053 -3.650 -1.142
C 1.592 -0.467 -2.353 -0.999
N 0.573 -0.556 -1.486 0.365
C -0.661 -0.230 -1.889 0.050
C -0.904 0.203 -3.181 -0.146
C -1.718 -0.368 -0.850 0.028
C -3.040 -0.054 -1.065 -0.440
C -3.965 -0.134 -0.021 0.452
C -3.483 -0.560 1.213 -0.777
C -2.148 -0.888 1.364 -0.804
N -1.280 -0.787 0.352 0.234
C -5.415 0.259 -0.267 1.845
C -6.270 0.092 0.987 -2.160
C -5.983 -0.625 -1.388 -1.621
C -5.450 1.733 -0.704 -1.545
H 0.706 2.210 -6.902 0.490
H 1.887 1.694 -5.707 0.370
H 0.570 2.787 -5.242 0.156
H 0.148 -0.180 -7.495 0.465
H -0.313 -1.333 -6.240 0.370
H 1.351 -0.739 -6.336 0.373
H -1.623 1.435 -6.859 0.454
H -1.855 1.951 -5.197 0.260
H -2.214 0.277 -5.678 0.399
H 2.268 -0.009 -4.307 0.609
H 2.572 -0.744 -1.985 0.593
H -1.908 0.466 -3.475 0.650
H -3.359 0.285 -2.039 0.536
H -4.133 -0.647 2.071 0.673
H -1.749 -1.242 2.307 0.466
H -6.293 -0.944 1.331 0.461
H -7.295 0.382 0.760 0.419
H -5.925 0.725 1.806 0.439
H -5.934 -1.682 -1.123 0.391
H -5.454 -0.481 -2.332 0.301
H -7.029 -0.368 -1.556 0.465
H -5.031 2.383 0.068 0.332
H -6.484 2.038 -0.869 0.558
H -4.906 1.901 -1.636 0.312
N 0.975 -3.037 -0.446 -0.479
C 0.769 -4.149 -0.653 0.904
C 0.522 -5.538 -0.893 0.209
C 1.061 -6.478 -0.016 -0.449
C 0.821 -7.819 -0.248 -0.695
C 0.054 -8.206 -1.341 -0.359
C -0.482 -7.262 -2.209 -0.688
C -0.250 -5.917 -1.991 -0.449
H 1.658 -6.158 0.828 0.524
H 1.232 -8.563 0.420 0.420
H -0.129 -9.257 -1.518 0.419
H -1.077 -7.576 -3.055 0.417
H -0.654 -5.168 -2.659 0.489
F 7.760 2.171 -0.081 -0.276
C 6.939 3.128 0.364 0.709
F 6.986 4.146 -0.505 -0.246
F 7.419 3.572 1.532 -0.241
C 5.521 2.630 0.523 0.295
C 4.556 3.533 0.965 -1.179
C 3.250 3.116 1.121 -0.371
C 2.903 1.793 0.835 -0.122
C 3.873 0.897 0.403 -0.051
C 5.190 1.318 0.245 -1.065
P 1.192 1.257 1.039 1.834
C 0.201 2.304 -0.058 0.215
C -1.185 2.372 0.093 -1.380
C -1.957 3.058 -0.828 -0.927
C -1.348 3.678 -1.909 0.387
C 0.028 3.628 -2.067 -1.155
C 0.801 2.935 -1.147 -0.813
C -2.204 4.432 -2.895 0.766
F -3.352 3.772 -3.133 -0.219
F -2.526 5.644 -2.439 -0.275
F -1.582 4.588 -4.072 -0.252
C 0.738 1.688 2.743 0.230
C 1.269 0.869 3.739 -0.900
C 1.009 1.120 5.075 -1.031
C 0.218 2.205 5.421 -0.018
C -0.287 3.049 4.444 -1.012
C -0.023 2.797 3.105 -0.113
C -0.124 2.450 6.871 0.873
F -1.252 1.801 7.200 -0.248
F -0.318 3.749 7.119 -0.263
F 0.843 2.013 7.685 -0.261
H 4.835 4.555 1.186 0.425
H 2.502 3.818 1.470 0.532
H 3.622 -0.139 0.220 0.574
H 5.952 0.625 -0.086 0.567
H -1.673 1.872 0.922 0.865
H -3.032 3.106 -0.711 0.559
H 0.498 4.126 -2.904 0.494
H 1.875 2.900 -1.276 0.599
H 1.936 0.060 3.478 0.476
H 1.433 0.485 5.842 0.601
H -0.873 3.913 4.728 0.502
H -0.403 3.481 2.359 0.518
Br -0.667 -3.303 4.628 -0.112
C 1.203 -3.106 4.821 0.113
C 1.745 -3.479 6.041 -0.606
C 3.109 -3.361 6.269 -0.593
C 3.948 -2.868 5.276 -0.859
C 3.402 -2.492 4.065 -0.180
C 2.029 -2.609 3.820 0.029
C 1.543 -2.136 2.523 0.333
O 0.318 -2.161 2.156 -0.763
O 2.354 -1.621 1.683 -0.649
H 1.094 -3.866 6.812 0.486
H 3.514 -3.657 7.227 0.453
H 5.012 -2.781 5.446 0.454
H 4.031 -2.103 3.276 0.524
```

Entry 5:
The following is a DFT calculation (the ωB97M-V functional and the def2-TZVPD basis) of C74H72F9InN5O4P4S5 as an isolated structure at a distorted geometry.

As for the largest force on an atom: 1.35 eV/Å. Its total charge is +1. The spin multiplicity is 1. The gap between HOMO and LUMO comes out at 0.23046 hartree.

XYZ file:
```
174
Properties=species:S:1:pos:R:3:mulliken_charge:R:1
In -0.031 -0.421 -1.039 2.702
O -4.127 -0.604 -3.532 -0.570
C -3.592 -0.858 -4.753 0.258
C -4.455 -1.086 -5.820 -0.751
C -3.947 -1.360 -7.074 -0.408
C -2.572 -1.382 -7.290 -0.875
C -1.710 -1.131 -6.243 -0.928
C -2.203 -0.873 -4.960 -0.066
C -1.260 -0.641 -3.844 0.751
O -1.656 -0.724 -2.609 -0.722
N -0.039 -0.361 -4.193 -0.743
N 0.870 -0.238 -3.193 0.704
C 2.097 -0.306 -3.574 -0.723
S 2.511 -0.371 -5.265 -0.076
C 4.212 -0.949 -4.985 -0.618
C 4.743 -0.416 -3.668 -0.790
S 3.394 -0.313 -2.444 0.570
H -3.386 -0.627 -2.898 0.210
H -5.520 -1.057 -5.634 0.487
H -4.622 -1.563 -7.894 0.404
H -2.181 -1.604 -8.273 0.434
H -0.640 -1.135 -6.390 0.546
H 4.811 -0.608 -5.828 0.474
H 4.171 -2.033 -4.971 0.263
H 5.161 0.585 -3.758 0.323
H 5.480 -1.102 -3.251 0.524
C -6.091 1.738 5.061 -0.787
S -5.201 0.174 5.283 -0.037
C -5.740 -0.730 3.785 -1.423
C -4.579 -1.011 2.836 0.615
C -3.930 0.275 2.336 -1.728
N -2.701 0.084 1.523 1.548
P -2.791 0.230 -0.197 1.102
C -4.185 -0.902 -0.546 0.546
C -5.528 -0.534 -0.501 -0.431
C -6.512 -1.490 -0.697 -1.040
C -6.166 -2.812 -0.939 -0.807
C -4.830 -3.178 -1.009 -0.938
C -3.843 -2.227 -0.813 -0.108
C -3.559 1.876 -0.312 0.454
C -3.352 2.854 0.654 -0.160
C -3.914 4.114 0.508 -0.750
C -4.688 4.406 -0.605 -1.111
C -4.879 3.440 -1.586 -0.902
C -4.311 2.184 -1.447 -0.483
P -1.480 -0.836 2.172 -0.637
C -1.474 -0.402 3.931 1.672
C -1.428 -1.395 4.903 -0.151
C -1.386 -1.043 6.244 -0.968
C -1.395 0.293 6.612 -0.975
C -1.426 1.286 5.641 -0.887
C -1.454 0.941 4.303 -0.481
C -1.502 -2.637 2.104 -0.112
C -0.145 -2.968 2.047 -0.222
C 0.228 -4.301 2.117 -0.290
C -0.751 -5.280 2.206 -0.737
C -2.098 -4.943 2.208 -1.431
C -2.487 -3.614 2.164 -0.351
H -5.889 2.331 5.950 0.371
H -7.158 1.543 4.988 0.310
H -5.733 2.262 4.176 0.151
H -6.514 -0.135 3.300 0.530
H -6.175 -1.665 4.132 0.506
H -4.945 -1.603 1.993 -0.351
H -3.832 -1.587 3.388 0.072
H -3.684 0.882 3.207 0.672
H -4.642 0.829 1.726 1.218
H -5.816 0.493 -0.321 0.456
H -7.554 -1.199 -0.671 0.498
H -6.940 -3.555 -1.083 0.447
H -4.561 -4.202 -1.231 0.561
H -2.794 -2.502 -0.879 0.587
H -2.757 2.629 1.530 0.023
H -3.764 4.865 1.273 0.641
H -5.141 5.382 -0.710 0.428
H -5.479 3.669 -2.457 0.511
H -4.458 1.432 -2.216 0.650
H -1.431 -2.438 4.615 0.453
H -1.349 -1.817 6.998 0.530
H -1.375 0.561 7.659 0.482
H -1.431 2.328 5.934 0.514
H -1.452 1.708 3.535 0.343
H 1.417 -2.023 0.985 -0.840
H 1.267 -4.591 2.084 0.733
H -0.461 -6.321 2.252 0.460
H -2.853 -5.716 2.252 0.517
H -3.537 -3.359 2.156 0.356
C 5.089 -4.038 1.208 -1.418
C 4.510 -2.794 0.555 2.496
C 5.566 -1.702 0.491 -1.567
O 4.117 -3.052 -0.808 -0.224
P 2.855 -3.784 -1.430 -0.589
S 3.258 -4.227 -3.278 -0.514
S 0.970 -2.897 -1.146 0.220
O 2.748 -5.009 -0.415 0.360
C 1.781 -6.085 -0.378 1.742
C 2.461 -7.186 0.419 -1.674
C 1.346 -6.569 -1.749 -1.619
H 5.416 -3.789 2.218 0.333
H 5.947 -4.387 0.634 0.448
H 4.351 -4.833 1.264 0.203
H 3.631 -2.450 1.111 -1.141
H 6.441 -2.073 -0.043 0.459
H 5.863 -1.425 1.501 0.374
H 5.192 -0.820 -0.023 0.114
H 0.903 -5.706 0.157 -0.666
H 3.353 -7.514 -0.114 0.405
H 1.787 -8.033 0.541 0.441
H 2.750 -6.818 1.404 0.350
H 2.203 -6.917 -2.323 0.360
H 0.851 -5.772 -2.303 0.344
H 0.645 -7.394 -1.617 0.493
N -0.044 -0.601 1.451 0.250
C 0.774 -1.773 1.834 -0.098
C 1.712 -1.511 3.015 1.312
C 2.679 -2.461 3.344 0.293
C 3.565 -2.242 4.388 -1.175
C 3.498 -1.067 5.124 -0.825
C 2.552 -0.109 4.793 -1.245
C 1.681 -0.322 3.732 -0.251
H 2.753 -3.378 2.776 0.189
H 4.311 -2.989 4.625 0.447
H 4.186 -0.892 5.939 0.481
H 2.497 0.816 5.353 0.521
H 0.985 0.448 3.441 0.389
F 7.031 2.675 3.226 -0.265
C 5.773 2.496 3.675 0.516
F 5.781 1.403 4.455 -0.230
F 5.491 3.547 4.468 -0.268
C 4.805 2.388 2.531 0.380
C 4.686 3.481 1.675 -1.335
C 3.823 3.415 0.600 -0.169
C 3.089 2.250 0.366 -0.026
C 3.195 1.181 1.245 -0.091
C 4.055 1.244 2.333 -0.894
P 1.841 2.139 -0.972 2.017
C 0.928 3.637 -0.434 -0.240
C 0.987 4.865 -1.083 0.393
C 0.264 5.943 -0.597 -1.464
C -0.507 5.792 0.546 0.338
C -0.551 4.578 1.217 -1.077
C 0.164 3.503 0.723 -0.049
C -1.333 6.957 1.011 0.803
F -2.317 7.229 0.120 -0.246
F -1.939 6.727 2.189 -0.284
F -0.610 8.078 1.140 -0.271
C 2.681 2.764 -2.479 0.188
C 4.046 3.017 -2.571 -0.731
C 4.616 3.364 -3.787 -1.103
C 3.827 3.416 -4.926 0.383
C 2.463 3.171 -4.850 -1.460
C 1.894 2.857 -3.629 -0.590
C 4.426 3.705 -6.273 0.760
F 4.068 4.921 -6.727 -0.265
F 4.016 2.810 -7.192 -0.247
F 5.768 3.666 -6.257 -0.289
H 5.258 4.379 1.868 0.532
H 3.709 4.273 -0.050 0.652
H 2.588 0.298 1.082 -0.347
H 4.123 0.418 3.026 0.872
H 1.590 4.984 -1.973 0.621
H 0.306 6.902 -1.098 0.493
H -1.138 4.486 2.120 0.734
H 0.130 2.539 1.223 0.045
H 4.680 2.920 -1.702 0.524
H 5.674 3.575 -3.850 0.484
H 1.860 3.197 -5.747 0.511
H 0.837 2.638 -3.576 0.376
C -1.851 4.207 -3.237 -1.808
C -1.399 3.043 -2.512 0.550
N -0.997 2.142 -1.926 0.288
H -2.355 4.885 -2.550 0.273
H -2.538 3.916 -4.030 0.379
H -0.991 4.717 -3.672 0.417
```

Entry 6:
The following is a DFT calculation (the ωB97M-V functional and the def2-TZVPD basis) of C32H33IN5STi as an isolated structure.

As for the relative energy (zero: lowest compared OMol25 entry of this formula, charge and spin): 34.9 kJ/mol. As for the largest force on an atom: 0.75 eV/Å. Its total charge is +3. The spin multiplicity is 1. The gap between HOMO and LUMO comes out at 0.21539 hartree.

XYZ file:
```
73
Properties=species:S:1:pos:R:3:mulliken_charge:R:1
Ti -0.294 -0.041 0.297 -0.574
I 2.182 0.868 -0.916 0.236
C 1.121 2.072 -2.265 0.841
C 1.757 2.850 -3.186 -0.604
C 0.970 3.576 -4.108 -0.728
C -0.392 3.469 -4.091 -1.007
C -1.045 2.647 -3.139 0.705
C -2.452 2.476 -3.136 -0.786
C -3.069 1.642 -2.241 -1.257
C -2.297 0.965 -1.275 -0.287
C -0.926 1.133 -1.216 1.014
C -0.275 1.947 -2.178 -0.180
H 2.835 2.915 -3.230 0.498
H 1.463 4.203 -4.838 0.435
H -0.991 4.006 -4.815 0.480
H -3.040 3.006 -3.875 0.482
H -4.141 1.505 -2.265 0.527
H -2.827 0.322 -0.569 0.534
N 2.423 0.838 3.357 -0.038
C 3.640 0.142 3.079 0.477
C 4.828 0.631 3.586 -0.696
C 6.020 -0.005 3.260 -0.677
C 6.019 -1.099 2.411 -0.726
C 4.823 -1.577 1.885 -0.789
C 3.633 -0.964 2.238 0.646
S 2.092 -1.677 1.739 -0.122
N 1.073 -0.300 1.835 -0.164
C 1.312 0.697 2.650 0.571
C 0.248 1.730 2.675 0.825
C 0.164 2.733 3.615 -0.925
C -0.898 3.632 3.547 -0.640
C -1.823 3.492 2.531 -1.012
C -1.661 2.467 1.611 -0.098
N -0.655 1.588 1.676 0.885
H 2.514 1.645 3.957 0.111
H 4.833 1.500 4.232 0.428
H 6.949 0.365 3.670 0.438
H 6.947 -1.592 2.157 0.435
H 4.821 -2.438 1.229 0.474
H 0.888 2.826 4.412 0.522
H -0.991 4.423 4.278 0.488
H -2.662 4.165 2.435 0.496
H -2.354 2.352 0.791 0.579
C -3.208 -2.244 4.246 -1.603
C -2.636 -2.935 2.995 1.828
C -1.454 -3.852 3.357 -1.586
C -3.730 -3.709 2.238 -1.483
C -2.126 -1.895 2.101 -0.325
N -1.757 -1.068 1.388 0.046
H -3.571 -3.021 4.917 0.421
H -4.044 -1.592 3.996 0.413
H -2.445 -1.671 4.772 0.388
H -1.830 -4.632 4.018 0.452
H -0.670 -3.308 3.883 0.381
H -1.032 -4.330 2.473 0.381
H -4.123 -4.471 2.909 0.430
H -3.329 -4.207 1.355 0.309
H -4.553 -3.058 1.944 0.408
C -2.271 -4.213 -2.307 -1.540
C -1.129 -3.343 -2.859 1.770
C 0.088 -4.202 -3.248 -1.613
C -1.605 -2.485 -4.045 -1.546
C -0.714 -2.423 -1.802 -0.176
N -0.393 -1.689 -0.974 0.201
H -2.594 -4.883 -3.103 0.431
H -3.127 -3.610 -2.004 0.382
H -1.937 -4.823 -1.468 0.395
H -0.227 -4.882 -4.039 0.423
H 0.444 -4.797 -2.408 0.399
H 0.905 -3.591 -3.629 0.403
H -1.900 -3.160 -4.848 0.438
H -0.809 -1.841 -4.417 0.404
H -2.468 -1.875 -3.777 0.349
```